# 1
The following is a quantum chemistry calculation of an isolated molecule of C3H4OSi, from the Open Molecules 2025 dataset.

Properties
Structure (SMILES)   C#CC(=O)[SiH3]
2S+1   1
Calculated total energy   -481.30284 Eh
Kohn-Sham gap   0.3485 hartree

Each line ends with the natural charge from an NBO analysis.
Cartesian coordinates (Å):
C (-1.300, -0.894, -1.501)  -0.16
C (-0.385, -0.095, -1.435)  -0.13
C (0.467, 0.731, -0.601)  0.20
O (0.865, 1.816, -0.930)  -0.49
Si (0.522, 0.139, 1.298)  0.77
H (-2.016, -1.528, -1.998)  0.24
H (-0.578, -0.849, 1.501)  -0.13
H (1.588, -0.711, 1.805)  -0.16
H (0.836, 1.390, 1.862)  -0.14

---

# 2
The following is a quantum chemistry calculation of C6H9AlO4 as an isolated structure, from the Open Molecules 2025 dataset.

Properties
2S+1   1
Calculated total energy   -776.55897 Eh
Kohn-Sham gap   0.1290 hartree
Charge   +2

Each line ends with the natural charge from an NBO analysis.
Cartesian coordinates (Å):
Al (-0.788, 1.008, -3.606)  1.19
C (-3.950, -0.212, -0.043)  -0.79
C (-2.903, 0.249, -0.926)  0.79
O (-3.190, 0.737, -2.066)  -0.26
O (-1.675, 0.172, -0.736)  -0.31
H (-3.639, -0.500, 0.971)  0.31
H (-4.493, -1.043, -0.507)  0.31
H (-4.707, 0.568, 0.136)  0.32
O (1.238, 0.052, -1.942)  -0.52
C (1.696, -0.008, -0.803)  0.83
O (2.779, 0.659, -0.573)  -0.38
C (3.183, 0.596, 0.828)  -0.08
C (2.262, -0.443, 1.466)  -0.43
C (1.139, -0.698, 0.428)  -0.51
H (2.963, 1.595, 1.221)  0.22
H (4.255, 0.493, 0.963)  0.25
H (1.862, 0.047, 2.355)  0.25
H (2.783, -1.346, 1.768)  0.26
H (0.236, -0.160, 0.711)  0.26
H (0.948, -1.764, 0.359)  0.29

---

Asked for max |F| across the records above, the calculation gives 1.923; 2.001 eV Å⁻¹ in order.